Record 1
C6H13P | the ωB97M-V functional and the def2-TZVPD basis

Its total energy is -577.52217 Ha. The calculation puts the LUMO energy (spin up / spin down) at 0.406 / 0.314 eV.

Last column: natural (NBO) charge in e.
Geometry (Å):
H 0.958 -2.267 -1.614  0.21
H 2.466 -1.862 -0.633  0.23
C 1.676 -0.259 -1.871  -0.31
H -1.507 0.043 -1.777  0.24
C 1.536 -1.537 -1.022  -0.59
C 0.580 1.353 1.103  -1.00
H -1.015 -1.669 1.997  0.27
C -1.556 0.719 -0.916  -0.98
H -1.338 -0.054 2.695  0.23
H 0.770 0.136 -2.483  0.16
P -0.348 -0.017 0.401  1.38
H 2.138 0.466 -1.275  0.14
H -0.905 1.635 -1.285  0.24
H -2.508 -0.725 1.549  0.23
C 0.847 -1.256 0.258  -0.52
H 1.136 1.132 2.083  0.27
H 1.344 1.631 0.298  0.25
C -1.451 -0.643 1.783  -0.94
H -0.183 2.205 1.486  0.24
H -2.639 0.970 -0.777  0.25



Record 2
C4H7N | the ωB97M-V functional and the def2-TZVPD basis

Its total energy is -211.06460 Ha. The calculation puts the LUMO energy (spin up / spin down) at 1.083 / -1.108 eV. The multiplicity is 3. Its expectation value of S² is 2.0050.

Last column: Mulliken spin population.
Geometry (Å):
N 2.739 -0.213 -0.353  0.18
C 2.137 0.423 0.864  0.84
H 1.699 0.155 1.798  0.01
H -2.338 -1.751 0.727  0.00
H -2.036 0.899 -0.983  0.00
C -1.987 -0.721 0.502  0.01
H 1.891 -0.741 -0.698  0.09
H 2.042 1.923 -0.768  0.05
H -2.786 -0.756 -1.414  0.00
H -1.335 -0.265 1.147  -0.01
C 2.275 1.164 -0.183  0.83
C -2.303 -0.117 -0.640  0.00



Record 3
C6H8N | the ωB97M-V functional and the def2-TZVPD basis

Its total energy is -287.75596 Ha. The calculation puts the LUMO energy at -4.881 eV. Its total charge is +1. The SMILES is C=[N+]1C=C1/C=C\C.

Last column: natural (NBO) charge in e.
Geometry (Å):
H -3.084 -1.608 -1.488  0.30
H 1.473 0.772 1.777  0.26
C 1.245 -1.031 0.596  0.04
H 0.473 -2.717 -0.482  0.28
H -2.762 1.554 -1.236  0.25
H 2.242 0.873 0.260  0.27
C 0.326 -1.634 -0.179  -0.36
C -2.055 -1.122 -1.290  0.02
C -0.812 -1.085 -0.747  0.27
H -0.944 1.896 -0.289  0.24
C 1.445 0.402 0.796  -0.68
H 0.581 0.923 0.460  0.18
N -1.565 0.132 -0.901  -0.23
C -1.789 1.368 -0.762  -0.08
H 2.044 -1.642 1.024  0.24



Record 4
C47H51F10FeN7O2S2 | the ωB97M-V functional and the def2-TZVPD basis

Its total energy is -5414.04019 Ha. The calculation puts the LUMO energy (spin up / spin down) at 3.692 / 3.692 eV. Its total charge is -2. The multiplicity is 5. Its expectation value of S² is 6.0065.

Last column: Mulliken spin population.
Geometry (Å):
C 3.600 -0.370 0.612  0.04
F -4.754 -5.459 -1.240  0.00
C -4.146 -4.270 -1.026  0.00
C 1.858 -3.182 -3.815  0.00
F 3.144 1.841 6.272  0.00
C -0.083 2.550 0.559  0.01
H 4.237 1.825 -4.662  0.00
C 4.495 3.891 0.509  0.00
C -2.115 -3.833 4.043  -0.01
H -0.078 3.611 0.225  0.00
N 0.387 0.085 -3.995  0.00
H 1.273 3.693 -2.229  0.00
H -0.493 0.497 -2.165  0.05
C -1.550 -1.630 2.476  0.15
C 1.602 -4.500 1.885  0.00
C -2.370 -5.043 4.911  0.00
C 2.780 2.654 -3.355  0.00
C 2.753 0.977 5.310  0.00
N 1.017 0.959 1.999  -0.05
F -4.826 -1.207 0.732  0.00
F -2.320 -4.902 -2.372  0.00
H -1.302 -0.747 1.890  -0.03
C 1.064 -0.959 -3.427  0.02
F 2.158 2.840 4.061  0.00
H 0.462 2.918 2.586  0.00
C -2.858 -1.713 -0.590  0.05
C 3.536 2.641 -4.516  0.00
C 4.040 2.197 -1.126  0.00
C -2.984 -0.147 3.880  0.00
C 5.339 1.736 -1.024  0.00
H -3.056 2.463 2.105  0.00
H 2.886 -1.893 -6.041  0.00
C 2.191 1.476 4.148  0.00
O 1.067 -1.172 -2.219  0.07
C -0.948 -2.868 2.102  -0.09
C 5.800 3.427 0.622  0.00
C -2.384 -1.494 3.562  0.01
H 2.288 -3.698 2.152  0.00
F 3.432 -0.848 6.677  0.00
N -2.215 -0.531 -0.520  0.05
H -0.498 -4.971 -0.826  0.00
H -0.895 -4.953 2.728  0.00
H 1.042 -4.766 2.779  0.00
C 6.225 2.362 -0.156  0.00
H -2.231 0.638 3.782  0.00
H 2.658 -3.224 -3.069  0.00
N 1.664 -1.839 -4.345  0.00
C -0.119 -5.225 0.163  0.00
H -3.319 -2.502 5.229  0.00
H -3.389 -0.127 4.893  0.00
H 2.198 -5.365 1.573  0.00
H 4.006 3.658 -6.349  0.00
H 1.105 -3.250 -1.248  -0.01
H -3.960 0.630 -0.646  0.01
S 2.900 1.239 -2.164  0.01
H -2.160 3.936 1.651  0.00
H -3.799 0.078 3.186  0.00
F -1.104 -2.567 -1.920  0.00
C 1.871 3.683 -3.135  0.00
C 0.272 0.284 -5.424  0.00
H -2.986 2.728 -0.355  0.00
Fe 0.356 -0.875 0.173  3.42
H 2.295 -4.459 -0.719  0.00
C -2.296 -2.784 -1.341  -0.02
C -2.277 1.891 -0.237  0.01
H 0.500 -6.124 0.076  0.00
H -1.468 -5.303 5.471  0.00
H 2.600 3.647 -0.458  0.00
C 1.675 0.645 3.115  0.05
N -1.407 2.095 0.899  0.01
C 1.937 -0.726 3.373  0.00
H 2.391 5.492 -5.951  0.00
C 2.500 4.695 -5.225  0.00
C -4.731 -3.295 -0.256  0.00
C 2.916 -0.371 5.518  0.00
C -0.428 0.940 -3.150  -0.02
H -0.723 0.675 -5.646  0.00
C -2.672 -2.605 4.362  0.01
N 2.683 -0.172 -0.101  0.05
H 0.408 -0.662 -5.942  0.00
C 1.670 -3.618 -0.398  0.05
C -1.281 -3.966 2.937  0.01
C 0.714 -4.046 0.708  0.08
H -1.510 2.809 2.869  0.00
C 3.616 3.285 -0.374  0.00
H 2.108 -3.838 -4.652  0.00
H -3.172 -4.856 5.627  0.00
H 2.785 -0.297 -5.244  0.00
N -0.145 -2.889 1.007  -0.04
H 1.822 2.828 1.471  0.00
O 3.772 0.292 -2.912  0.00
H -0.978 -5.443 0.798  0.00
C 0.856 2.373 1.724  0.00
C 3.400 3.660 -5.450  0.00
H -2.642 -5.905 4.298  0.00
F 1.596 -1.557 2.380  0.07
H -1.437 0.999 -3.562  0.00
H 7.236 1.987 -0.060  0.00
C -4.130 -2.063 -0.061  0.00
H 5.627 0.867 -1.601  0.00
C -2.908 -3.988 -1.574  0.00
S 4.900 -0.611 1.551  0.01
C -2.058 2.868 1.929  0.00
H 1.034 5.511 -3.882  0.00
H 0.288 1.914 -0.256  0.02
C -3.027 0.588 -0.063  0.02
C 1.737 4.707 -4.063  0.00
H -0.012 1.949 -3.086  0.00
H 1.007 1.007 -5.795  0.00
H 0.935 -3.529 -3.355  0.00
F -5.930 -3.540 0.305  0.00
H 4.148 4.707 1.131  0.00
C 2.836 -1.370 -5.081  0.00
H -3.298 0.495 0.995  -0.01
H 3.752 -1.560 -4.517  0.00
H 2.319 -2.811 -0.045  -0.01
F 2.701 -2.549 4.651  0.00
H 6.474 3.882 1.338  0.00
C 2.512 -1.229 4.504  0.00
H -1.685 1.832 -1.150  0.00



Record 5
C25H33N2OS2Sb2Ta | the ωB97M-V functional and the def2-TZVPD basis

Its total energy is -2490.64824 Ha. The calculation puts the LUMO energy at -6.911 eV. Its total charge is +2.

Last column: natural (NBO) charge in e.
Geometry (Å):
H -2.516 -1.572 5.438  0.22
H -4.577 -1.856 -3.262  0.25
Ta -0.826 -0.069 0.334  1.14
H 5.321 -0.731 -1.042  0.22
C 4.779 -0.065 -1.706  -0.20
H -0.656 4.053 -2.653  0.25
H -5.738 -0.273 -1.944  0.25
H 0.300 1.785 -4.151  0.25
H -3.207 -1.297 -4.218  0.24
C 2.812 -2.517 -0.041  -0.95
C -0.894 -3.874 2.583  -0.04
H -0.863 4.245 -0.895  0.25
C 4.420 0.833 -3.897  -0.19
H 2.951 2.380 -4.031  0.22
H 0.710 0.165 -3.527  0.25
C -1.311 -1.728 2.995  0.42
C 2.152 -0.987 2.790  -0.96
C 5.093 -0.041 -3.055  -0.19
C 3.796 0.770 -1.174  -0.08
H -2.068 3.331 -1.830  0.25
H 2.296 3.031 -0.535  0.24
C -3.490 -1.788 -3.283  -0.66
H -4.928 0.765 -3.115  0.24
H 1.476 -0.320 3.322  0.24
N -1.282 -2.957 3.534  -0.48
C 2.086 2.622 -1.521  -0.72
H 2.115 -3.339 0.098  0.24
C -1.719 -0.524 3.730  -0.17
H 3.722 -2.703 0.527  0.25
H 3.180 -0.753 3.061  0.26
Sb 0.105 1.803 -1.494  1.21
H -2.771 2.682 5.629  0.25
Sb 1.947 -0.732 0.690  1.15
C 0.022 1.003 -3.447  -0.95
H -3.170 0.452 6.637  0.25
C -4.981 0.506 -2.057  -0.66
H -1.516 -3.178 4.488  0.45
H -5.322 1.380 -1.509  0.24
N -0.936 -1.826 1.710  -0.59
H 1.977 3.461 -2.210  0.26
C 3.124 1.658 -2.022  -0.06
H -0.407 -3.519 0.474  0.25
C -2.697 0.535 5.668  -0.19
S -1.442 -1.525 -1.427  -0.06
H 4.344 0.301 0.858  0.26
C 3.493 0.686 0.296  -0.71
H -0.995 0.668 -3.636  0.25
H -3.082 -2.797 -3.302  0.24
C -1.015 3.580 -1.741  -0.94
H -0.820 -4.928 2.791  0.26
C -3.641 0.022 -1.549  -0.16
H 3.049 -2.404 -1.097  0.26
C -1.520 0.739 3.188  0.28
O -0.937 0.818 1.941  -0.70
H 3.185 1.626 0.748  0.24
H 5.869 -0.687 -3.444  0.24
C -0.680 -3.168 1.454  -0.08
C 3.451 1.674 -3.376  -0.19
C -1.883 1.889 3.855  -0.19
C -2.476 1.785 5.101  -0.16
H -1.699 2.850 3.392  0.24
H 1.934 -2.022 3.049  0.25
H 4.663 0.874 -4.951  0.24
C -2.986 -1.017 -2.095  -0.12
C -2.319 -0.607 4.988  -0.14
S -2.998 0.829 -0.136  0.07



Record 6
C25H47IrN4OS4 | the ωB97M-V functional and the def2-TZVPD basis

Its total energy is -2971.10114 Ha. The calculation puts the LUMO energy (spin up / spin down) at -7.989 / -10.767 eV. Its total charge is +3. The multiplicity is 6. Its expectation value of S² is 8.7674.

Last column: Mulliken spin population.
Geometry (Å):
C -0.396 -0.226 1.501  0.55
H 1.444 -4.805 2.382  0.00
H -0.707 6.475 -0.815  0.00
H 1.801 -2.884 -0.846  -0.01
H 4.985 -0.082 -4.258  0.00
C -1.129 -4.033 2.187  0.02
H -0.809 -4.535 1.276  0.00
H 1.531 2.612 0.503  0.00
H 4.100 -2.255 2.007  0.00
H 2.847 -0.452 2.270  -0.01
H -3.434 -2.763 1.530  0.00
H 3.189 1.886 2.277  0.00
C -0.048 2.056 3.550  0.03
C -1.127 3.677 -1.670  0.01
H -1.355 0.195 1.784  -0.02
H -1.514 6.772 -2.358  0.00
S -0.694 -1.805 -2.000  0.33
H -2.094 -0.951 3.388  -0.01
H -1.064 2.053 3.146  0.00
H -2.764 -1.248 0.922  0.00
C 4.578 -0.767 -3.512  0.00
H 0.129 3.037 3.995  0.00
H -0.851 -2.004 4.096  0.00
C 2.292 -0.111 -3.931  -0.01
C 4.293 -0.021 -2.208  0.01
C 2.291 -4.130 2.376  0.03
C 1.272 -1.877 1.668  0.07
H -2.078 -4.480 2.486  0.00
H -2.889 1.123 -1.788  0.00
H -0.419 -4.236 2.984  0.00
H 3.598 -1.609 0.428  0.01
H 4.149 -0.697 -1.366  0.00
C 0.851 0.385 1.982  0.18
C -1.349 -2.532 2.013  0.09
N -0.720 4.832 -2.119  0.03
N -2.851 -2.764 -3.143  0.03
H 3.179 -4.729 2.167  0.00
N -3.211 -0.818 -2.027  0.01
C -0.164 -1.688 1.594  0.10
C 2.411 2.025 3.034  0.02
C 1.812 -0.617 2.009  0.23
C 0.777 2.752 1.285  0.12
H 2.410 -3.694 3.371  0.00
H 5.025 0.742 -1.950  0.00
H 3.285 -1.728 -4.988  0.00
C 3.233 -1.312 -3.982  0.00
H -3.513 5.651 -1.682  0.00
H -2.490 -2.610 3.848  0.00
H -2.377 -2.792 0.111  -0.01
H -2.239 -3.506 -3.445  0.00
H 0.826 3.787 1.634  0.00
S -0.441 2.206 -2.224  0.22
O 1.821 0.116 -1.267  0.19
S -2.456 3.805 -0.584  0.00
C 1.712 -3.633 -0.051  0.06
H 2.350 -4.479 -0.310  0.00
C 3.602 -2.497 1.065  0.00
C -2.549 -2.312 1.079  0.06
S 2.668 0.784 -2.399  0.01
C -1.712 -1.973 3.424  0.07
N -2.788 0.262 -1.256  0.10
H -0.218 2.598 0.859  -0.01
Ir -0.329 0.198 -0.687  2.41
H 1.227 -0.346 -3.913  0.00
H 0.682 -3.984 -0.023  -0.02
H -2.948 6.113 -0.066  0.00
C -1.362 6.041 -1.569  0.00
H 2.490 3.046 3.408  0.00
C 1.012 1.798 2.459  0.04
H 0.057 4.898 -2.766  0.00
H -3.817 -2.816 -3.435  0.00
H 2.613 1.353 3.872  0.00
C -2.369 -1.781 -2.409  -0.01
H -3.373 0.319 -0.426  -0.01
H 0.013 1.313 4.349  0.00
H 2.879 -2.098 -3.310  0.00
C 2.180 -3.039 1.287  0.07
C -2.692 5.578 -0.975  0.00
H -4.168 -0.824 -2.353  0.00
H 4.196 -3.269 0.575  0.00
H 5.316 -1.550 -3.350  0.00
H 2.487 0.597 -4.740  0.00



Record 7
C13H19OP | the ωB97M-V functional and the def2-TZVPD basis

Its total energy is -923.08117 Ha. The calculation puts the LUMO energy (spin up / spin down) at -0.513 / -0.403 eV.

Last column: natural (NBO) charge in e.
Geometry (Å):
H 2.368 -1.349 2.306  0.20
C 2.115 -0.628 1.495  -0.64
C -0.969 3.883 -2.400  -0.65
H 4.250 -2.310 -0.684  0.21
C -3.198 -0.082 1.471  -0.22
H -1.890 4.186 -2.944  0.23
H 1.841 -3.220 -0.575  0.21
H -1.588 3.759 -0.367  0.19
C -1.425 -0.834 -0.538  -0.23
C -2.157 0.719 1.182  -0.20
C 3.940 -1.720 0.231  -0.62
C 1.538 -2.662 0.284  -0.61
H 4.259 -2.057 1.199  0.21
H -2.033 1.721 1.672  0.21
H -2.455 -2.682 -0.689  0.22
P 2.096 -0.455 -1.219  0.31
H 0.562 -2.363 0.335  0.21
C -3.266 -1.345 0.844  -0.21
H 1.724 -3.040 1.252  0.20
C 2.468 -1.458 0.261  -0.40
H 1.102 -0.235 1.363  0.24
H -0.319 4.778 -2.136  0.23
C -2.385 -1.685 -0.170  -0.21
H 4.322 -0.691 0.108  0.22
O 0.034 2.405 -0.624  -0.47
C -1.255 3.024 -1.117  -0.09
C -0.097 1.215 -0.097  0.38
C -1.239 0.372 0.110  -0.24
H -1.885 2.221 -1.214  0.19
H 2.646 0.319 1.801  0.22
H -0.634 -1.029 -1.249  0.24
H -4.035 -2.064 1.098  0.21
H -3.929 0.114 2.208  0.22
H -0.507 3.193 -3.200  0.22



Record 8
C4H8N8 | the ωB97M-V functional and the def2-TZVPD basis

Its total energy is -594.31475 Ha. The calculation puts the LUMO energy (spin up / spin down) at -10.619 / -10.619 eV. Its total charge is +2. The SMILES is Cn1nnc[n+]1-[n+]1nncn1C.

Last column: natural (NBO) charge in e.
Geometry (Å):
N -0.343 2.256 -0.607  0.10
N -0.917 2.673 -1.666  0.14
N 0.962 0.240 -0.169  -0.03
N 2.542 -0.488 1.285  -0.07
H 0.109 0.023 -2.996  0.29
C -0.123 0.803 -2.274  0.23
N 2.319 0.576 0.838  0.26
C 1.759 -1.512 0.935  0.23
H 1.805 -2.383 1.614  0.31
H 0.023 -3.003 0.030  0.28
H -1.185 -1.875 -0.515  0.28
H -0.985 2.966 1.337  0.27
H 0.570 2.400 1.179  0.24
N 0.767 -1.123 0.128  -0.03
C -0.142 -2.051 -0.534  -0.46
H -0.121 4.136 0.301  0.32
N -0.794 1.882 -2.640  -0.17
C -0.184 3.037 0.660  -0.43
H 0.233 -2.281 -1.572  0.28
N 0.214 0.998 -0.907  -0.04



Record 9
C9H14 | the ωB97M-V functional and the def2-TZVPD basis

Its total energy is -351.26433 Ha. The calculation puts the LUMO energy (spin up / spin down) at 4.284 / 4.062 eV. Its total charge is -1. The multiplicity is 2. Its expectation value of S² is 0.7533.

Last column: Mulliken spin population.
Geometry (Å):
H 2.311 -0.184 1.529  0.10
H -3.133 0.495 1.688  -0.10
C 2.402 1.248 -0.806  -0.05
H -1.419 1.924 -0.429  0.08
H -2.982 2.244 0.043  -0.18
H 1.843 2.172 -0.653  -0.15
C 0.076 -2.292 0.063  0.72
C 0.939 -1.735 0.996  -0.75
H 0.564 0.154 -2.325  0.38
C 1.662 -0.568 0.757  1.82
C 0.624 -0.442 -1.428  2.10
C -2.287 1.398 -0.031  0.28
H -1.709 -0.339 1.135  0.13
H 2.891 1.144 -1.776  -0.20
H -2.679 0.704 -0.773  -0.07
H 3.259 1.250 -0.123  -0.09
H -1.644 1.178 2.114  -0.21
C -0.075 -1.597 -1.132  -1.00
C -2.120 0.652 1.286  0.20
C 1.532 0.047 -0.486  -1.30
H 1.125 -2.232 1.938  -0.35
H -0.378 -3.252 0.262  0.14
H -0.801 -1.969 -1.852  -0.50



Record 10
C3H4N2 | the ωB97M-V functional and the def2-TZVPD basis

Its total energy is -226.13978 Ha. The calculation puts the LUMO energy at 0.807 eV. The SMILES is N#C[C@H]1CN1.

Last column: natural (NBO) charge in e.
Geometry (Å):
C 0.072 -0.317 -0.545  -0.20
N -3.457 -0.091 -0.133  -0.30
H -0.296 -0.678 -1.607  0.22
H -0.874 0.036 1.543  0.24
C -2.321 0.044 0.056  0.26
C -0.974 0.078 0.423  -0.22
N -0.074 1.046 -0.304  -0.59
H 0.873 -1.001 -0.048  0.20
H 0.418 1.755 0.212  0.40



Record 11
C5H8BrNO | the ωB97M-V functional and the def2-TZVPD basis

Its total energy is -2899.14688 Ha. The calculation puts the LUMO energy (spin up / spin down) at -1.286 / -0.853 eV.

Last column: natural (NBO) charge in e.
Geometry (Å):
C -0.610 -2.412 0.389  0.29
C -0.222 -1.189 1.088  -0.10
H -0.765 -3.321 0.976  0.13
H -0.186 2.046 -0.384  0.22
N 2.005 -0.577 -1.041  -0.40
H 1.436 1.350 -1.750  0.23
C 1.024 0.380 -1.282  -0.33
H 0.116 -1.268 2.090  0.20
Br 3.246 -0.182 0.132  0.24
C 0.293 1.020 -0.111  -0.41
H 0.340 -0.232 -2.106  0.25
H 0.942 1.404 0.712  0.23
O -0.961 -2.422 -0.799  -0.52
H -1.548 -0.175 -0.342  0.24
C -0.786 0.041 0.453  -0.49
H -1.370 0.682 1.180  0.23